1.
27
Properties=species:S:1:pos:R:3 method="wB97M-V/def2-TZVPD" lumo_energy_ev=2.618 total_charge=-1 total_energy_ev=-52788.632
C 1.522 -2.894 -0.199
C 1.066 -1.601 -0.972
C 2.233 -0.608 -1.322
N -0.157 -1.384 -1.333
S -1.174 -1.034 -0.019
O -1.029 -1.962 1.138
O -0.912 0.357 0.471
N -2.778 -1.179 -0.599
S -3.170 -2.823 -0.739
O -2.009 -3.713 -1.046
O -3.858 -3.241 0.524
Cl -4.475 -3.086 -2.373
H 2.521 -3.212 -0.607
H 0.809 -3.709 -0.458
H 1.594 -2.704 0.895
H 1.857 0.398 -1.607
H 2.714 -1.040 -2.245
H 2.965 -0.532 -0.486
C 0.810 3.889 0.514
C 0.187 3.904 1.896
O -1.215 3.699 1.804
H 0.368 4.666 -0.114
H 1.890 4.051 0.568
H 0.622 2.933 0.018
H 0.356 4.867 2.382
H 0.618 3.119 2.527
H -1.356 2.840 1.382

2.
22
Properties=species:S:1:pos:R:3 method="wB97M-V/def2-TZVPD" lumo_energy_ev=2.638 total_charge=-2 total_energy_ev=-57642.587
Cu -0.331 -3.327 0.123
C -3.864 -7.416 3.280
O -3.247 -6.885 2.143
H -4.269 -8.425 3.198
H -3.073 -7.527 4.021
H -4.798 -6.964 3.616
O -1.127 -2.201 -3.805
H -1.978 -1.795 -3.548
O 3.962 -2.708 0.005
H 4.312 -1.980 0.555
C 0.242 4.484 -1.775
C 1.495 4.789 -1.000
C 2.079 3.622 -0.237
C 1.193 2.873 0.593
N 0.501 2.206 1.230
H 0.143 5.184 -2.605
H -0.569 4.648 -1.066
H 0.166 3.564 -2.354
H 1.341 5.667 -0.372
H 2.308 5.208 -1.594
H 2.814 3.961 0.493
H 2.701 3.019 -0.899

3.
28
Properties=species:S:1:pos:R:3 method="wB97M-V/def2-TZVPD" lumo_energy_ev=-10.272 total_charge=+2 total_energy_ev=-46353.663
N 0.826 -2.393 2.442
P 1.280 -1.254 1.386
Si 0.041 -1.103 -0.421
C -1.873 -1.247 -0.093
C -2.726 0.034 -0.677
C -3.816 0.669 0.370
O -4.405 1.834 -0.014
O -4.185 0.137 1.690
O 0.495 0.382 -1.242
Si 2.217 0.462 -1.585
F 2.392 1.646 -2.932
C 3.285 1.181 -0.130
C 2.569 2.460 0.643
O 2.569 2.516 2.003
F 1.955 3.549 -0.174
H 1.660 -3.051 2.483
H 2.630 -1.566 0.953
H 1.335 0.069 2.018
H 0.450 -2.231 -1.298
H -2.140 -1.476 1.027
H -2.253 -2.195 -0.712
H -3.319 -0.316 -1.652
H -2.048 0.935 -1.043
H -4.191 0.929 2.334
H 2.788 -0.803 -2.036
H 4.301 1.537 -0.621
H 3.570 0.388 0.686
Sr -3.405 -1.091 -3.405

4.
24
Properties=species:S:1:pos:R:3 method="wB97M-V/def2-TZVPD" lumo_energy_ev=0.703 total_energy_ev=-32825.020
C -3.233 0.643 0.077
C -0.282 -1.869 -0.097
C 0.955 0.504 -2.012
C 1.911 0.128 0.957
C -4.661 0.064 0.255
N -2.778 1.390 -0.803
O -2.480 0.395 1.112
F -5.664 0.972 0.281
F -4.698 -0.588 1.395
F -5.028 -0.830 -0.651
Si -1.074 1.324 0.792
Si 0.385 -0.181 -0.256
H -0.921 -1.859 0.782
H -1.034 -2.204 -0.797
H 0.436 -2.640 -0.015
H 0.336 1.368 -2.177
H 1.958 0.706 -1.857
H 0.930 -0.312 -2.826
H 1.869 -0.241 2.015
H 2.807 -0.112 0.461
H 1.868 1.210 1.160
H -3.397 1.632 -1.667
H -1.181 2.768 0.574
H -0.550 1.563 2.169

Values for E_HOMO, eV, ordered as above
-5.7 -0.6 -13.6 -9.4